{"formula": "C10H29AsDyI2O3PSi", "method": "the ωB97M-V functional and the def2-TZVPD basis", "species": ["Dy", "I", "C", "I", "H", "H", "C", "As", "C", "C", "O", "H", "H", "H", "H", "H", "H", "H", "H", "H", "C", "Si", "C", "C", "O", "H", "H", "H", "H", "H", "H", "H", "H", "H", "C", "P", "C", "C", "O", "H", "H", "H", "H", "H", "H", "H", "H", "H"], "xyz": [[-0.0633, -0.3200, -1.0081], [-1.1854, 0.7989, -3.7260], [0.2747, -0.2457, -4.8739], [1.8121, -1.1801, -3.7671], [0.7284, 0.4893, -5.5280], [-0.2521, -1.0050, -5.4387], [2.1216, 1.4896, 2.0160], [2.1652, 2.1648, 0.2306], [1.0096, 3.6698, 0.0544], [3.9537, 2.6560, -0.2135], [1.6751, 0.9368, -0.8481], [2.3264, 2.3102, 2.7042], [2.8993, 0.7355, 2.1289], [1.1347, 1.0791, 2.2206], [1.3265, 4.4330, 0.7654], [-0.0108, 3.3601, 0.2661], [1.0911, 4.0663, -0.9564], [4.3037, 3.3992, 0.5029], [3.9777, 3.0762, -1.2169], [4.5939, 1.7774, -0.1678], [-3.3845, -0.5002, 0.3750], [-2.5171, 1.1400, 0.6369], [-2.9579, 2.2885, -0.7867], [-2.9014, 1.8956, 2.2883], [-0.8514, 0.7987, 0.5350], [-4.4195, -0.3708, 0.0521], [-3.4044, -1.0976, 1.2896], [-2.9109, -1.1360, -0.3896], [-3.7796, 2.9445, -0.4867], [-3.3227, 1.7446, -1.6646], [-2.1428, 2.9430, -1.1055], [-3.9548, 1.7548, 2.5407], [-2.7135, 2.9711, 2.2905], [-2.3098, 1.4481, 3.0881], [2.0457, -2.8820, 0.3152], [0.3174, -3.3532, 0.2061], [-0.4672, -3.0198, 1.7816], [0.2131, -5.1059, -0.0917], [-0.3193, -2.5182, -0.9109], [2.4877, -3.2894, 1.2262], [2.1880, -1.7951, 0.3254], [2.5899, -3.2786, -0.5431], [0.0852, -3.5036, 2.5885], [-1.4872, -3.4058, 1.7697], [-0.5111, -1.9461, 1.9811], [0.6499, -5.6560, 0.7428], [0.7335, -5.3759, -1.0102], [-0.8369, -5.3859, -0.1879]], "forces_ev_per_angstrom": [[-0.12, 0.99, 0.09], [-0.08, 0.03, 0.01], [-0.04, 0.02, -0.29], [0.00, 0.00, 0.05], [0.01, -0.01, 0.01], [-0.01, 0.00, 0.02], [0.06, 0.09, 0.06], [-0.08, -0.15, -0.14], [0.06, 0.09, 0.02], [0.01, 0.05, 0.01], [0.10, -0.24, 0.16], [0.00, -0.02, 0.01], [-0.03, -0.02, -0.01], [-0.02, 0.02, -0.06], [-0.04, 0.01, -0.01], [0.01, -0.04, 0.02], [-0.01, -0.03, -0.01], [0.00, 0.00, -0.02], [-0.02, -0.01, 0.00], [-0.03, -0.02, 0.01], [-0.01, -0.18, -0.02], [0.68, -0.07, 0.08], [-0.11, 0.02, 0.03], [-0.03, 0.02, -0.08], [-0.58, -0.43, -0.53], [-0.01, 0.04, 0.03], [0.01, 0.04, 0.04], [-0.02, 0.09, -0.03], [-0.01, -0.01, -0.03], [0.02, -0.04, 0.02], [0.05, -0.01, 0.08], [-0.01, 0.01, -0.02], [0.04, -0.01, 0.00], [0.01, -0.05, -0.01], [0.21, -0.15, 0.17], [0.01, -0.29, 0.18], [0.03, 0.03, 0.04], [-0.04, 0.01, -0.09], [0.02, 0.26, 0.21], [0.07, 0.02, -0.04], [-0.11, -0.04, 0.08], [-0.04, -0.03, -0.01], [-0.02, -0.03, 0.00], [0.00, -0.02, -0.03], [0.05, 0.00, -0.05], [0.01, 0.02, 0.02], [0.01, 0.05, -0.01], [0.00, 0.01, 0.01]], "mulliken_spin": [4.94, 0.00, 0.00, -0.01, 0.00, 0.00, 0.00, 0.00, 0.00, 0.00, 0.02, 0.00, 0.00, 0.00, 0.00, 0.00, 0.00, 0.00, 0.00, 0.00, 0.00, 0.00, 0.00, 0.00, 0.00, 0.00, 0.00, 0.00, 0.00, 0.00, 0.00, 0.00, 0.00, 0.00, 0.00, 0.01, 0.00, 0.00, 0.02, 0.00, 0.00, 0.00, 0.00, 0.00, 0.00, 0.00, 0.00, 0.00], "orbital_gap_ev": [9.27, 9.31], "spin_multiplicity": 6, "charge": 2, "s_squared": 9.352}